{
  "formula": "C16H43N8NiO3P2Sb",
  "method": "ωB97M-V with the def2-TZVPD basis set",
  "symbols": ["Sb", "Ni", "P", "P", "O", "O", "O", "N", "N", "N", "N", "N", "N", "N", "N", "C", "C", "C", "C", "C", "C", "C", "C", "C", "C", "C", "C", "C", "C", "C", "C", "H", "H", "H", "H", "H", "H", "H", "H", "H", "H", "H", "H", "H", "H", "H", "H", "H", "H", "H", "H", "H", "H", "H", "H", "H", "H", "H", "H", "H", "H", "H", "H", "H", "H", "H", "H", "H", "H", "H", "H", "H", "H", "H"],
  "xyz": [[-0.143, -3.012, 0.381], [0.584, -0.457, 0.356], [-2.172, 0.931, 0.901], [-1.340, 0.594, -1.913], [0.028, 0.236, -1.403], [-2.350, 0.952, -0.695], [-0.819, 0.469, 1.362], [-2.121, -0.640, -2.629], [-3.311, -0.141, 1.392], [-2.429, 2.481, 1.296], [-1.215, 1.867, -2.888], [4.498, 0.759, 0.339], [3.488, 1.488, 0.814], [2.733, -0.426, 0.126], [2.440, 0.769, 0.682], [-2.350, 2.278, -3.717], [6.656, 0.789, 1.605], [-0.108, 2.824, -2.825], [-2.124, 2.895, 2.672], [-4.714, 0.226, 1.166], [-2.142, -3.407, -0.198], [-3.552, -0.928, -2.527], [6.016, 1.298, 2.893], [6.848, -0.724, 1.628], [5.884, 1.252, 0.367], [-3.330, 3.383, 0.577], [0.971, -4.197, -0.980], [0.048, -4.096, 2.192], [-3.099, -0.905, 2.627], [-1.511, -1.095, -3.889], [4.029, -0.418, -0.079], [4.626, -1.200, -0.516], [6.363, 0.904, -0.547], [5.820, 2.338, 0.337], [-3.031, 2.958, 3.278], [0.598, -5.219, -0.973], [-3.402, -0.343, 3.515], [-0.273, -5.123, 2.027], [-0.463, 3.797, -2.480], [-3.699, -1.815, 2.584], [-2.818, -2.776, 0.377], [-2.052, -1.176, 2.729], [-2.877, 4.373, 0.528], [5.046, 0.826, 3.071], [5.900, -1.249, 1.782], [-1.430, 2.200, 3.139], [0.876, -3.778, -1.980], [-1.931, -0.572, -4.751], [-0.434, -0.934, -3.869], [-2.241, -3.167, -1.255], [7.497, -1.008, 2.456], [-2.699, 3.267, -3.417], [-3.700, -2.004, -2.624], [7.639, 1.255, 1.498], [-3.181, 1.584, -3.614], [0.327, 2.945, -3.817], [6.652, 1.064, 3.746], [-1.696, -2.162, -4.007], [-4.817, 0.814, 0.255], [2.019, -4.190, -0.687], [-0.573, -3.640, 2.960], [1.087, -4.083, 2.516], [-3.501, 3.034, -0.438], [-5.309, -0.680, 1.055], [-2.372, -4.457, -0.030], [0.662, 2.464, -2.149], [-4.292, 3.473, 1.088], [-4.125, -0.444, -3.322], [-1.655, 3.878, 2.653], [5.869, 2.379, 2.870], [-2.059, 2.320, -4.768], [7.309, -1.089, 0.708], [-3.935, -0.617, -1.560], [-5.119, 0.806, 1.999]],
  "forces_ev_per_a": [[0.1339, 0.2493, -0.0300], [0.0679, -0.1626, -0.0512], [0.1172, -0.0041, -0.0643], [0.0514, -0.0852, 0.2768], [-0.1223, -0.0130, 0.1182], [0.2391, -0.1128, 0.0463], [-0.1793, -0.1146, -0.0961], [-0.0619, 0.0442, -0.2293], [0.0189, -0.0302, 0.1292], [-0.0241, 0.1376, 0.0022], [-0.0439, 0.0728, -0.1371], [0.0998, 0.0220, 0.0021], [-0.0859, -0.0926, -0.0281], [-0.2229, 0.0431, 0.0731], [0.0724, 0.1020, 0.0037], [0.0425, 0.1073, -0.0305], [-0.1093, -0.0503, 0.0442], [0.0029, 0.0448, -0.0333], [-0.0422, 0.0475, 0.0196], [-0.0039, -0.0189, 0.0272], [0.0529, 0.0386, 0.0300], [0.0123, -0.0657, 0.0489], [0.0270, 0.0049, -0.0315], [0.0247, 0.0219, -0.0030], [0.1802, 0.0459, 0.0793], [0.0072, 0.0506, 0.0342], [-0.0546, 0.0368, 0.0333], [-0.0458, 0.0329, -0.0397], [-0.0593, -0.0569, -0.0049], [-0.0272, -0.0858, 0.0277], [0.0317, -0.0490, -0.0680], [-0.0014, 0.0028, 0.0021], [-0.0385, -0.0073, -0.0211], [-0.0801, -0.0029, -0.0327], [-0.0180, -0.0155, -0.0168], [-0.0034, 0.0006, 0.0048], [-0.0138, 0.0162, -0.0123], [0.0142, -0.0029, 0.0060], [-0.0219, -0.0085, 0.0173], [0.0034, 0.0103, -0.0145], [-0.0105, -0.0111, -0.0250], [0.0214, 0.0097, -0.0225], [0.0173, -0.0044, 0.0091], [-0.0001, 0.0019, -0.0027], [-0.0054, 0.0081, -0.0008], [0.0129, -0.0196, -0.0246], [0.0087, -0.0161, -0.0083], [-0.0182, 0.0069, 0.0076], [0.0093, 0.0103, 0.0040], [-0.0205, -0.0221, 0.0007], [-0.0002, -0.0030, -0.0078], [0.0046, 0.0026, 0.0188], [0.0058, 0.0079, 0.0041], [0.0077, 0.0171, -0.0230], [-0.0090, -0.0565, -0.0042], [-0.0202, -0.0041, -0.0131], [-0.0045, -0.0058, -0.0013], [0.0021, 0.0017, 0.0114], [0.0065, -0.0028, -0.0393], [-0.0001, -0.0135, -0.0043], [0.0040, -0.0117, 0.0158], [0.0013, -0.0157, 0.0082], [0.0110, -0.0134, -0.0023], [0.0053, -0.0047, -0.0061], [-0.0070, -0.0010, -0.0098], [-0.0012, -0.0267, 0.0092], [-0.0024, -0.0136, 0.0082], [0.0142, 0.0408, -0.0066], [0.0083, -0.0032, -0.0232], [-0.0042, -0.0044, 0.0126], [0.0283, -0.0013, 0.0067], [-0.0063, -0.0129, 0.0090], [-0.0144, 0.0046, 0.0054], [0.0151, 0.0021, 0.0122]],
  "relative_energy_ev": 0.000,
  "charge": 2,
  "e_lumo_ev": [-4.3, -6.1],
  "homo_energy_ev": [-14.34, -14.37],
  "orbital_gap_ev": [10.0902, 8.2286],
  "multiplicity": 3
}

***

{
  "formula": "C36H61N12",
  "method": "ωB97M-V with the def2-TZVPD basis set",
  "symbols": ["N", "N", "N", "N", "N", "N", "N", "N", "N", "N", "N", "N", "C", "C", "C", "C", "C", "C", "C", "C", "C", "C", "C", "C", "C", "C", "C", "C", "C", "C", "C", "C", "C", "C", "C", "C", "C", "C", "C", "C", "C", "C", "C", "C", "C", "C", "C", "C", "H", "H", "H", "H", "H", "H", "H", "H", "H", "H", "H", "H", "H", "H", "H", "H", "H", "H", "H", "H", "H", "H", "H", "H", "H", "H", "H", "H", "H", "H", "H", "H", "H", "H", "H", "H", "H", "H", "H", "H", "H", "H", "H", "H", "H", "H", "H", "H", "H", "H", "H", "H", "H", "H", "H", "H", "H", "H", "H", "H", "H"],
  "xyz": [[4.165, 2.213, -1.550], [-4.901, -1.311, 5.057], [6.684, 3.340, -5.489], [-0.012, 3.296, -4.850], [-0.636, 7.669, -7.399], [-2.904, -6.564, 6.408], [-9.661, -6.812, 5.574], [5.710, -1.407, -3.604], [-3.343, 0.994, 1.209], [-0.350, 2.825, 1.846], [-2.120, 1.414, 0.770], [-2.483, 2.301, 3.040], [2.049, 5.438, -7.647], [-3.957, -1.882, 5.388], [-10.880, -10.008, 6.317], [-1.572, 2.210, 1.860], [5.954, 4.067, 0.819], [4.168, 0.985, -6.104], [2.892, 6.475, -8.379], [4.999, 1.423, -4.898], [0.581, 5.449, -8.073], [-1.643, -1.667, 6.261], [-0.121, 6.336, -3.121], [-1.097, -0.806, 5.132], [1.262, 2.124, -0.338], [-0.892, 5.016, -3.082], [-0.401, 4.054, -4.074], [-10.489, -9.858, 7.782], [-9.848, -9.416, 5.356], [-3.626, 1.470, 2.563], [8.985, -1.743, -2.417], [3.224, 2.070, -6.604], [1.336, 6.191, -2.698], [-0.101, 6.691, -7.694], [5.944, 2.494, -5.230], [5.441, 4.295, -0.604], [-5.355, -5.942, 7.097], [7.872, -2.690, -2.869], [-6.400, -6.692, 6.270], [-3.983, -6.291, 6.713], [-2.755, -2.609, 5.808], [4.834, 3.913, 1.841], [9.523, -0.870, -3.543], [6.661, -1.971, -3.278], [4.729, 3.129, -1.134], [-6.394, -6.299, 4.798], [-9.745, -7.958, 5.477], [0.449, 2.590, 0.602], [-7.391, -6.478, 6.682], [10.352, -0.256, -3.180], [-3.014, -3.275, 6.637], [4.229, 3.024, 1.641], [-1.950, 5.220, -3.281], [-5.449, -6.563, 4.316], [-3.981, 0.400, 0.638], [-7.195, -6.820, 4.268], [4.176, 4.786, 1.837], [2.615, 1.688, -7.427], [3.940, 6.385, -8.080], [2.464, 4.446, -7.851], [5.254, 3.810, 2.845], [8.754, -0.195, -3.930], [8.228, -3.319, -3.691], [8.629, -1.102, -1.602], [6.597, 3.181, 0.852], [-5.506, -4.862, 6.999], [-0.268, -0.192, 5.495], [3.574, 0.110, -5.820], [4.339, 1.746, -4.088], [0.503, 5.296, -9.154], [5.560, 0.559, -4.525], [1.823, 7.169, -2.689], [-6.554, -5.223, 4.679], [2.836, 6.332, -9.462], [-1.862, -0.132, 4.737], [-10.993, -11.075, 6.095], [-10.437, -8.807, 8.078], [1.891, 5.549, -3.388], [-0.822, -2.265, 6.671], [2.132, 5.604, -6.567], [0.070, 4.606, -7.596], [-9.516, -10.319, 7.978], [6.573, 4.922, 1.108], [9.810, -2.340, -2.015], [-0.163, 6.770, -4.126], [-11.229, -10.347, 8.420], [-2.398, -3.245, 4.991], [-1.767, 1.168, -0.168], [-10.138, -9.666, 4.330], [-0.610, 7.046, -2.446], [4.789, 5.174, -0.630], [-5.499, -6.187, 8.154], [4.825, 0.671, -6.923], [6.294, 4.514, -1.255], [7.622, -3.361, -2.041], [-0.003, 3.400, 2.639], [-6.245, -7.773, 6.355], [1.979, 1.475, -0.988], [-0.837, 4.580, -2.079], [3.774, 2.940, -6.973], [-0.725, -1.424, 4.309], [-8.869, -9.875, 5.529], [-4.565, 1.241, 3.181], [1.412, 5.765, -1.693], [9.893, -1.481, -4.371], [2.550, 2.401, -5.809], [-11.858, -9.543, 6.156], [-2.000, -1.021, 7.070], [2.566, 7.493, -8.148]],
  "forces_ev_per_a": [[0.1806, 0.4260, 0.3416], [0.5081, -0.0747, 0.0171], [-0.3534, -0.3977, 0.1304], [-0.1615, 0.4026, 0.3679], [0.3077, -0.5032, -0.0299], [-0.6340, 0.2176, 0.1292], [-0.1064, -0.6114, -0.0255], [0.5256, -0.4316, 0.2825], [-2.2029, 0.6086, 3.9037], [0.5834, -1.1829, -3.6081], [0.9448, 2.1354, 3.4793], [-1.5611, -3.7788, -6.0056], [0.4061, 0.0929, -0.0660], [-0.3282, 0.0226, -0.2131], [-0.1859, -0.1487, 0.3688], [-2.6458, -0.6952, 1.2373], [0.0000, -0.0588, 0.4166], [-0.2447, 0.0174, -0.2957], [0.0818, 0.0845, 0.0584], [0.1025, -0.3239, -0.0833], [0.0440, -0.3446, 0.1762], [0.3390, 0.2871, 0.0520], [0.3203, 0.3171, 0.0425], [0.0745, 0.1299, -0.0359], [-4.6209, 1.6796, 5.7835], [-0.2751, 0.2985, -0.0477], [0.0993, -0.3840, -0.1555], [-0.0535, 0.0385, 0.0855], [-0.2334, -0.2195, -0.2120], [4.6643, 1.5270, -2.0405], [0.3368, 0.2865, -0.0290], [-0.0151, 0.0065, -0.0754], [0.0960, 0.0378, -0.0589], [-0.2856, 0.3152, -0.0520], [0.1479, 0.3719, 0.0500], [0.4103, 0.1083, -0.0154], [-0.2085, -0.2169, 0.2397], [0.1276, -0.1339, 0.3340], [-0.3049, -0.0411, -0.2872], [0.5223, 0.0438, -0.0796], [0.0832, -0.1944, 0.3351], [-0.0119, -0.0690, 0.1024], [0.0123, 0.1005, 0.0009], [-0.3532, 0.0522, -0.2393], [-0.2514, -0.1815, -0.2663], [0.0501, -0.0930, -0.1154], [0.1523, 0.3918, -0.0046], [4.2494, -2.9165, -3.1320], [0.2030, -0.0078, 0.0304], [-0.0863, -0.0501, -0.0908], [-0.1259, 0.0222, -0.1842], [0.0145, 0.0531, -0.0227], [0.1002, -0.1706, -0.0832], [-0.0122, 0.0460, 0.0555], [0.9828, 0.7490, 0.6154], [0.0834, 0.1343, 0.0512], [0.0330, -0.0441, 0.0054], [0.0062, 0.0866, 0.0704], [-0.0941, 0.0324, -0.0658], [-0.2272, 0.0946, 0.0638], [-0.0923, 0.0137, -0.0906], [0.0499, -0.0643, -0.0104], [-0.1636, 0.1282, -0.0150], [-0.0346, -0.1644, -0.0505], [-0.0404, 0.1369, -0.1108], [0.1263, -0.0800, -0.0592], [-0.0776, -0.0361, -0.0885], [0.2028, 0.0495, 0.0814], [0.1683, 0.0833, -0.0657], [-0.0630, 0.1737, 0.0917], [-0.0633, 0.3249, -0.0064], [-0.0236, -0.1236, 0.0028], [-0.0254, -0.0706, -0.0021], [0.0082, 0.0319, 0.0731], [0.0171, -0.0362, 0.0222], [0.0411, 0.1565, -0.1234], [0.0310, -0.0700, -0.0333], [-0.0371, 0.0011, 0.0677], [-0.2124, -0.0299, -0.0154], [-0.1131, -0.1017, -0.0828], [-0.0907, 0.1751, -0.0213], [-0.0624, 0.0350, 0.0064], [-0.0368, -0.0967, -0.1859], [-0.2030, -0.0368, 0.0049], [-0.1236, -0.0954, 0.1064], [0.1125, 0.0636, -0.0330], [-0.1809, 0.0672, 0.0202], [-0.0234, 0.3825, 0.8988], [0.1163, 0.1898, 0.0495], [-0.0826, -0.1361, -0.1242], [-0.0657, -0.1841, -0.0786], [0.2035, 0.0584, -0.0830], [0.0025, -0.0123, 0.1676], [-0.2042, -0.1121, -0.1035], [-0.1601, 0.0576, -0.1611], [-0.4817, -0.7088, -0.9573], [0.0545, 0.1252, 0.1132], [-1.4936, 1.8974, 1.1519], [0.1055, -0.1030, -0.1348], [0.0257, -0.0761, 0.0849], [-0.0097, 0.0249, 0.0446], [-0.0290, 0.1894, 0.0184], [1.5930, 0.2278, -1.2738], [0.0190, -0.0076, -0.0385], [-0.0281, 0.0654, 0.0465], [0.0077, 0.0059, -0.0835], [0.1475, -0.0422, -0.1015], [-0.0114, -0.1529, -0.0636], [-0.0092, -0.0684, -0.0606]],
  "charge": 1,
  "e_lumo_ev": -3.8,
  "homo_energy_ev": -12.28,
  "orbital_gap_ev": 8.4984,
  "multiplicity": 1
}